# C5H6O

One molecule with the formula C5H6O (the ωB97M-V functional and the def2-TZVPD basis, the Open Molecules 2025 dataset).

The geometry in XYZ format:
```
12
Properties=species:S:1:pos:R:3:forces:R:3
C -2.6925 0.0128 0.3925 -0.09 0.01 0.03
C -1.2825 -0.3607 0.3373 0.56 0.00 -0.02
C -0.0789 -0.4169 0.2565 -0.49 0.23 0.00
C 1.2142 0.2145 0.0601 -0.18 0.26 0.11
C 2.5788 -0.2134 0.3729 0.17 -0.06 0.30
O 2.0980 -0.2168 -0.9598 0.03 -0.05 -0.25
H -3.2403 -0.2914 -0.5037 0.10 -0.07 0.15
H -3.2043 -0.3674 1.2798 0.07 -0.04 -0.13
H -2.7066 1.1079 0.4344 -0.18 -0.13 0.02
H 1.0465 1.2912 0.0823 0.25 0.01 -0.14
H 2.8121 -1.1823 0.8060 -0.22 0.04 -0.07
H 3.2884 0.5841 0.5952 -0.02 -0.19 0.00
```
Positions in Å, forces in eV/Å.

Calculated values
frontier orbital gap	10.49	eV
molecular weight	82.102	g/mol
E	-269.23439	Ha
SMILES string	CC#C[C@H]1CO1
ΔE to the lowest compared entry with this formula, charge and spin	70.19	kcal/mol
highest occupied orbital energy	-9.53	eV
lowest unoccupied orbital energy	0.9654	eV



# C3H3BrIN2

C3H3BrIN2 as an isolated structure in a non-equilibrium geometry (the ωB97M-V functional and the def2-TZVPD basis, the Open Molecules 2025 dataset).

The geometry in XYZ format:
```
10
Properties=species:S:1:pos:R:3:forces:R:3
C -0.6746 -0.9257 0.0147 0.24 -2.36 -0.87
C 0.6671 -1.0062 -0.0262 2.46 1.47 -0.64
C -2.1179 1.0221 0.3422 1.37 -0.43 -0.59
N -1.3489 0.2083 0.0506 -1.15 1.13 0.90
N 1.4750 0.0315 -0.2845 -0.49 5.37 -1.03
Br -2.9096 2.5549 0.3423 -1.01 1.13 0.12
I 3.2530 0.4992 0.3576 3.57 -0.81 1.38
H -1.2304 -1.7707 -0.3214 -0.52 -0.61 0.34
H 1.3701 -1.8536 -0.0542 -1.42 -0.60 0.46
H 1.5162 1.2401 -0.4212 -3.06 -4.28 -0.07
```
Positions in Å, forces in eV/Å.

Calculated values
frontier orbital gap	7.61	eV
molecular weight	273.879	g/mol
E	-3096.89170	Ha
net charge	+1
ΔE to the lowest compared entry with this formula, charge and spin	3.03	kcal/mol
highest occupied orbital energy	-12.50	eV
lowest unoccupied orbital energy	-4.8831	eV



# C23H19BrLaN10S3

C23H19BrLaN10S3 as an isolated structure in a non-equilibrium geometry (the ωB97M-V functional and the def2-TZVPD basis, the Open Molecules 2025 dataset).

The geometry in XYZ format:
```
57
Properties=species:S:1:pos:R:3:forces:R:3
La 0.2912 0.2846 -0.7156 0.95 0.11 -0.37
S -0.8117 2.4031 0.7238 -0.43 -0.53 0.58
C -2.0283 1.0857 0.8413 0.26 1.18 -1.06
S -2.4323 0.2551 -0.6282 -0.60 -0.27 -0.35
C -2.6843 0.7691 1.9743 0.16 0.27 0.79
C -2.2439 1.3921 3.2084 0.02 -1.24 0.23
N -1.7279 1.6205 4.2158 -0.37 0.42 -0.40
C -3.7092 -0.2385 1.9334 -2.13 -0.99 1.12
N -4.6286 -0.9615 2.0328 2.25 1.42 -0.44
C -1.6153 4.4881 -4.4271 0.58 0.53 0.66
C -0.6755 3.3683 -4.7423 0.99 -0.29 0.95
N -0.0215 3.1621 -5.8277 0.67 -1.18 -0.18
N 0.7960 2.0325 -5.5610 -1.79 1.76 0.72
C 0.7091 1.5939 -4.3038 -0.31 1.00 -0.70
S 1.5909 0.3644 -3.5891 0.11 -0.26 0.49
N -0.2192 2.4312 -3.7727 -1.06 0.49 0.64
N -0.6301 2.2874 -2.4476 1.74 0.07 -0.17
H -1.6677 5.2635 -5.1827 0.31 -0.29 -0.45
H -1.3511 5.0305 -3.4971 0.23 -0.53 -0.36
H -2.6120 4.1525 -4.2663 -0.87 -0.57 0.05
H 1.4612 1.7791 -6.2281 1.02 -0.54 -1.10
H -0.4316 3.0722 -1.8438 0.33 0.52 -0.16
H -1.5864 2.1020 -2.3337 -1.83 -0.54 -0.15
C 0.6336 -1.8343 5.2094 0.07 0.16 0.05
C 0.7692 -0.6588 4.4811 -0.21 0.37 -0.15
C 0.4631 -0.6614 3.1176 -0.05 -0.24 -0.29
C 0.1098 -1.8779 2.4839 -0.58 1.42 -0.34
C -0.0709 -3.0274 3.2175 0.44 -0.84 1.05
C 0.2240 -3.0100 4.5838 0.38 -0.20 0.26
N -0.2102 -1.8277 1.0601 0.76 0.59 0.88
N -0.7329 -2.8496 0.6191 -0.02 -0.14 -0.56
C -1.0606 -2.8207 -0.7710 -1.19 -0.27 -0.16
C -2.1677 -3.5926 -1.0866 0.85 -0.15 -0.71
C -2.6052 -3.6831 -2.4092 1.24 0.73 0.69
C -1.9131 -2.9498 -3.3785 -0.11 0.60 0.11
C -0.9046 -2.0816 -2.9483 -0.54 -0.30 1.14
N -0.4882 -2.0234 -1.6641 0.33 -0.04 -0.26
H 0.8211 -1.7940 6.2868 0.01 -0.25 -0.43
H 1.0651 0.2571 5.0197 -0.32 -0.44 -0.58
H 0.4063 0.2893 2.5628 0.14 -0.61 0.27
H -0.3990 -3.9503 2.7568 0.08 0.12 -0.08
H 0.2426 -3.9190 5.2015 -0.44 0.32 -0.56
H -2.5751 -4.1517 -0.2812 -0.61 -0.42 0.36
H -3.4422 -4.3061 -2.5836 -0.67 -0.42 -0.62
H -2.1888 -2.9137 -4.4344 -0.03 -0.25 0.41
H -0.4771 -1.2953 -3.5435 0.19 -0.28 -0.67
Br 5.8386 0.1509 3.8431 0.76 -0.05 0.63
C 4.5278 0.4673 2.6063 -1.34 1.17 0.01
C 3.5147 1.4211 2.8663 0.98 -0.84 0.19
C 2.4576 1.5563 1.9739 1.27 0.60 0.56
N 2.4367 0.8495 0.8316 -0.84 -0.31 0.21
C 3.3988 -0.0461 0.6114 0.37 0.74 -0.22
C 4.4974 -0.2173 1.4325 0.50 -1.53 -1.12
H 3.7141 1.9561 3.7924 -0.92 0.32 -0.24
H 1.6862 2.3020 2.1751 -0.01 -0.38 -0.31
H 3.3579 -0.5727 -0.3321 -0.03 -0.22 -0.16
H 5.2992 -0.9224 1.1370 -0.68 0.49 0.32
```
Positions in Å, forces in eV/Å.

Calculated values
frontier orbital gap	6.57	eV
molecular weight	750.486	g/mol
E	-5235.42780	Ha
net charge	+1
ΔE to the lowest compared entry with this formula, charge and spin	14.61	kcal/mol
highest occupied orbital energy	-10.58	eV
lowest unoccupied orbital energy	-4.0101	eV